{"formula": "B6F24Zn", "method": "the ωB97M-V functional and the def2-TZVPD basis", "elements": ["Zn", "B", "F", "F", "F", "F", "B", "F", "F", "F", "F", "B", "F", "F", "F", "F", "B", "F", "F", "F", "F", "B", "F", "F", "F", "F", "B", "F", "F", "F", "F"], "positions_angstrom": [[-6.13026, 1.51117, 12.80620], [-10.14327, 2.32897, 14.71445], [-11.37106, 2.38709, 14.12101], [-9.72106, 1.06013, 14.80072], [-9.20443, 2.93480, 13.94544], [-10.25050, 2.93710, 15.94747], [-8.14677, -2.04175, 9.28532], [-8.61960, -1.51233, 8.04202], [-6.99373, -2.87363, 9.13774], [-8.01572, -0.95393, 10.18096], [-9.08576, -2.82169, 9.78149], [-1.60093, -0.67661, 10.42771], [-1.55422, -0.36869, 9.10904], [-1.33919, -1.99944, 10.62263], [-0.56870, -0.14967, 11.09597], [-2.73898, -0.16802, 11.08104], [-4.83713, 2.01600, 17.90012], [-4.96114, 0.80967, 18.49794], [-3.64302, 2.47552, 18.33526], [-4.82301, 1.87677, 16.52459], [-5.86492, 2.82698, 18.27067], [-5.01310, 4.83569, 10.59708], [-6.08045, 4.03784, 10.26463], [-3.96225, 4.36468, 9.92157], [-5.23242, 6.20075, 10.26968], [-4.82051, 4.72413, 11.92677], [-5.31929, -3.74784, 14.41858], [-3.95964, -3.85318, 14.33679], [-5.79409, -4.39427, 13.34853], [-5.70953, -4.28857, 15.59567], [-5.60015, -2.41945, 14.27408]], "forces_ev_per_a": [[-0.19, 0.09, -0.09], [-0.85, 0.06, 0.90], [-1.74, 0.20, -1.07], [0.59, -2.97, 0.66], [2.32, 2.03, -1.93], [0.14, 0.60, 1.15], [1.28, 0.53, -1.00], [0.60, 0.00, -0.17], [-0.07, 1.21, -0.28], [0.97, 0.62, 0.19], [-2.84, -2.15, 1.25], [-0.18, -0.37, 0.86], [-0.44, 0.57, -1.90], [-1.15, -2.83, -0.32], [3.07, 2.88, 1.50], [-1.27, -0.06, -0.12], [-0.19, -0.48, 0.00], [-0.84, -2.55, 0.86], [2.45, 1.80, 0.50], [-0.06, -0.04, -1.97], [-1.35, 1.40, 0.44], [-0.39, 1.34, -1.04], [-2.15, -1.04, -0.22], [2.34, -0.56, -1.29], [-0.30, 0.03, -0.04], [0.29, -0.37, 3.06], [1.21, 0.03, -0.42], [2.69, -0.13, 0.30], [-1.81, -1.72, -1.98], [-1.19, -0.60, 1.85], [-0.94, 2.47, 0.35]], "e_above_lowest_kcal_mol": 176.7, "lumo_ev": 0.34, "fmax_ev_per_a": 4.47, "charge": -4, "orbital_gap_ev": 2.7, "homo_ev": -2.34, "e_tot_ha": -4326.28815}